21
Properties=species:S:1:pos:R:3:forces:R:3 method="wB97M-V/def2-TZVPD" relative_energy_kcal_mol=24.5 homo_energy_ev=-8.64 fmax_ev_per_a=1.6 smiles="CCC=C(C)C.O" lumo_ev=0.83
O -0.856 7.532 -1.178 -0.3617 1.1585 -0.1656
C 0.000 0.000 0.000 0.4412 -0.3114 1.2792
C 0.861 0.590 -1.091 -0.9414 -1.1604 -0.6977
C 2.496 2.409 -2.882 -0.4252 -0.6594 0.3748
C 0.680 2.059 -1.127 0.7186 1.0589 -0.6154
C 1.403 2.854 -1.915 -0.0738 1.0609 -1.1324
C 1.145 4.354 -2.015 -0.0423 -0.3027 1.0153
H -0.311 8.347 -1.094 -0.6200 -0.8590 -0.0980
H 0.530 0.316 0.914 -0.6652 -0.3593 0.2207
H 0.297 4.617 -1.360 0.3683 0.1435 -0.2835
H 2.055 4.841 -1.626 -0.3482 0.2220 -0.2163
H -0.047 -1.102 -0.017 0.0648 0.4350 -0.0139
H -1.029 0.395 0.036 0.4545 -0.0832 -0.1982
H 3.501 2.632 -2.488 -0.3214 -0.0232 -0.1493
H 1.907 0.245 -0.978 -0.4748 0.3320 -0.0622
H -1.753 7.858 -1.419 0.9822 -0.3105 0.2618
H 0.942 4.744 -3.027 0.1509 -0.4226 0.3020
H -0.109 2.536 -0.531 0.2525 -0.3926 -0.1170
H 0.464 0.157 -2.029 0.5004 0.2360 -0.0279
H 2.375 2.921 -3.851 0.0856 -0.1758 0.3903
H 2.416 1.321 -3.047 0.2547 0.4134 -0.0669


55
Properties=species:S:1:pos:R:3:forces:R:3 method="wB97M-V/def2-TZVPD" relative_energy_kcal_mol=69.6 homo_energy_ev="-0.42 / -6.00" fmax_ev_per_a=8.7 total_charge=-1 multiplicity=2 lumo_ev="2.58 / 2.46"
O 3.028 3.083 -3.541 1.6895 -1.2066 1.5664
O -0.140 -3.982 -2.578 -2.5455 -0.5859 -1.8059
O 3.682 -0.516 0.762 0.4392 -2.8148 1.2172
O 1.566 -1.881 0.937 -0.2395 0.2131 0.3073
O 0.104 1.506 -3.293 1.4127 2.0995 -0.9685
O 0.819 1.171 3.689 -0.0982 1.6335 -0.1916
O 3.850 -3.026 -0.252 4.5713 3.8764 0.5390
O 0.247 -1.502 3.087 2.1910 -1.1258 -2.3117
O 2.929 -1.066 -2.946 7.5478 3.6427 -1.9704
O -1.366 -3.879 0.250 -1.4453 -0.0868 0.4507
O -0.605 -1.272 -2.366 -0.2939 -1.1942 -0.5197
C -0.482 2.561 0.714 1.6535 -1.0006 -3.4179
C -4.161 1.661 -0.050 -2.5864 1.0261 -1.3267
C 0.261 1.391 0.600 -2.0856 4.1260 -1.7357
C -3.058 1.163 0.796 0.4842 -4.2558 1.8617
C -1.340 2.890 1.808 -0.0220 1.3303 4.3339
C 1.103 1.153 -0.597 2.1758 2.5818 0.2917
C -3.245 2.373 3.056 -2.4446 -2.1604 1.1894
C -2.586 2.045 1.941 -0.6441 1.0122 0.3441
H -4.266 1.131 -1.035 0.0085 -0.0812 1.1093
H -5.201 1.708 0.462 1.7306 -0.3047 -0.7075
H 3.346 2.281 -3.031 -0.3635 1.5572 -0.5044
H -0.204 1.307 -4.167 -0.6584 -0.6796 -0.0821
H -1.836 -4.747 0.109 0.6510 0.8547 0.0195
H -2.805 2.723 3.993 0.4179 0.7641 -0.7954
H -3.999 2.692 -0.405 0.2129 -0.0554 0.3948
H 4.171 -0.287 1.574 -0.2906 -0.0245 -0.5659
H 2.756 -0.519 -3.716 0.0135 -0.0083 0.0486
H -2.222 0.751 0.199 -0.1201 1.1612 0.0731
H 4.185 -2.221 -0.838 -0.3629 -1.9501 2.1505
H 0.973 -1.952 2.380 -2.1911 1.9665 1.7046
H 2.120 0.756 -0.272 -1.1428 0.6185 -0.6825
H 1.168 2.187 -1.104 0.6437 -1.3459 0.8911
H 0.248 -4.412 -1.844 0.9335 -0.8692 1.7074
H 1.080 -1.020 0.876 0.2695 -1.3217 -0.5161
H -1.252 -1.648 -3.020 0.8435 0.5167 0.9198
H 1.064 -2.652 0.635 -0.6666 0.4038 -0.4030
H 2.395 2.661 -4.087 -1.3793 -0.3493 -0.9219
H 2.183 -1.432 -2.757 -7.6379 -3.6610 1.9712
H 3.243 -3.261 -0.859 -3.9739 -2.2079 -2.9359
H -0.188 -2.124 -2.045 -0.7323 0.8785 -0.4122
H -1.667 3.977 2.005 0.5664 -1.3102 -1.5749
H 0.280 0.401 3.600 -0.6009 -1.2777 -0.2871
H 0.310 -2.161 3.755 -0.4003 -0.7304 1.2957
H 0.776 0.631 -1.444 -0.6302 -1.8194 -0.1893
H -0.808 2.827 2.838 -0.3427 -0.5845 -1.6235
H 1.492 0.903 4.288 0.8481 -0.2997 0.6494
H -4.290 2.029 3.317 1.0971 -0.0400 -0.7540
H -2.104 -3.285 0.564 1.0281 -0.6766 -0.4478
H 3.501 -1.569 0.873 0.3860 3.4828 -0.5507
H -1.024 -4.524 -2.647 1.7695 1.3432 0.1492
H 0.232 0.716 1.381 0.0797 -1.1778 1.6941
H -0.687 3.262 -0.219 1.2172 -1.5537 1.6348
H -0.249 0.974 -2.609 -1.0538 -1.3608 0.2804
H -3.324 0.023 1.234 0.0707 3.0318 -0.5923


82
Properties=species:S:1:pos:R:3:forces:R:3 method="wB97M-V/def2-TZVPD" homo_energy_ev=-4.05 fmax_ev_per_a=3.9 total_charge=-1 lumo_ev=1.60
O -1.699 1.856 2.893 -0.0560 -0.0651 0.2298
O -4.600 8.186 4.205 -0.9668 0.2397 -0.2472
O 2.954 -6.554 -3.283 0.1012 -0.1747 -0.1056
O -6.838 7.306 3.845 0.4293 1.6587 0.3139
O 2.012 1.166 0.072 0.1820 -0.0331 0.2001
O -7.392 12.427 3.257 0.5572 -2.4161 -0.6948
O -4.731 1.927 2.335 0.2362 0.0048 0.0169
O 4.831 -0.028 -0.281 -0.2073 -0.0660 0.0021
O -5.374 11.985 2.487 0.5306 -1.7792 -0.5357
O 2.562 -2.093 -0.577 0.1175 0.0640 -0.2374
O 5.445 -8.352 -3.549 0.0583 0.2395 -0.1076
O 2.664 -8.789 -5.388 -0.1522 -0.0493 0.1961
O -3.399 4.708 2.338 -0.0183 -0.2140 -0.2490
N -5.927 9.137 2.312 0.4127 -1.1800 1.6540
C -4.631 4.315 2.928 0.4492 0.0162 0.1744
C 3.231 -6.549 -4.681 -0.2278 0.1613 0.0409
C 2.284 -7.424 -5.485 0.3890 -0.2314 -0.0343
C 3.954 0.569 -1.233 0.1871 0.2004 0.0421
C 4.222 -0.878 0.688 0.2685 -0.0791 -0.0410
C -4.559 2.871 3.393 -0.2678 0.1095 -0.0821
C -3.555 5.820 1.477 0.0524 -0.0815 0.1311
C -0.969 1.128 3.857 -0.1112 0.1938 -0.1768
C 3.320 -7.738 -2.577 0.0090 0.2316 0.1973
C 3.113 1.693 -0.654 -0.3590 -0.3362 -0.0578
C 1.595 -9.664 -5.681 0.2360 0.0817 0.0499
C -6.997 10.111 2.684 -0.5866 -0.1981 -0.6955
C 2.383 -3.117 -1.535 -0.0385 0.1718 0.1761
C -2.467 1.011 2.046 0.1774 0.4120 -0.1077
C 4.817 -7.874 -2.367 -0.0808 -0.3719 -0.2636
C -3.632 1.778 1.443 -0.1951 -0.1930 0.0329
C 6.813 -8.006 -3.607 -0.2258 -0.1113 -0.0390
C 1.497 2.091 1.010 -0.0134 -0.2026 -0.1300
C 3.790 -2.220 0.124 -0.4410 0.1828 0.1111
C -6.512 11.592 2.794 -1.6311 3.3412 1.2356
B -5.794 8.214 3.431 0.4670 -0.0576 -0.4069
H -7.307 7.804 4.542 -0.1362 -0.6529 -0.3536
H 2.266 2.357 1.743 -0.0098 0.1524 -0.0167
H 4.999 -1.063 1.435 0.0332 -0.0115 -0.0975
H 3.338 -0.183 -1.729 -0.1817 0.0439 0.1501
H 1.260 -7.285 -5.116 0.0282 0.0512 -0.0053
H -7.469 9.837 3.669 0.4117 0.4173 -0.7806
H 1.246 -9.518 -6.709 -0.1391 -0.0302 0.0003
H 3.402 -0.371 1.199 -0.1630 -0.1012 -0.1475
H -0.422 1.838 4.476 -0.0077 0.0284 -0.1011
H -5.030 9.594 2.135 -0.5258 0.5082 0.1052
H 2.894 -8.626 -3.047 0.2046 -0.0448 -0.1126
H 4.573 -2.604 -0.540 0.0332 0.0204 0.0212
H -3.316 2.741 1.039 0.1801 0.0226 0.1690
H 1.126 2.988 0.506 0.0045 0.0984 0.1135
H -5.396 2.696 4.072 -0.0480 -0.0060 -0.1094
H -7.822 10.004 1.927 0.6378 0.5254 0.7103
H 2.330 -7.138 -6.543 -0.1269 0.1880 -0.0138
H -4.815 4.969 3.788 -0.2542 -0.0015 -0.0007
H 0.770 -9.509 -4.977 -0.1087 0.0149 -0.1030
H 1.434 -2.945 -2.042 0.0015 0.0175 0.1070
H 2.850 -7.640 -1.594 0.0533 0.0860 -0.0311
H 2.713 2.310 -1.468 0.1806 0.1387 -0.0643
H 3.633 -2.931 0.945 0.2131 -0.0578 0.0544
H 7.220 -8.390 -4.542 -0.0692 -0.0588 0.0491
H 2.360 -4.098 -1.051 0.0547 -0.1022 -0.1365
H 4.608 0.999 -1.995 0.0497 0.0236 0.0947
H 7.360 -8.451 -2.769 0.1129 0.0905 0.0210
H 5.234 -6.901 -2.078 -0.0418 0.0121 0.0181
H 0.672 1.614 1.538 -0.0176 0.0399 -0.1145
H -1.649 0.560 4.502 0.0715 -0.1397 -0.0090
H -1.807 0.654 1.244 -0.1039 -0.1804 -0.0746
H 3.081 -5.514 -4.999 -0.0847 -0.0228 0.0602
H 5.012 -8.600 -1.568 -0.0461 0.1237 0.1803
H -2.581 6.056 1.047 0.0062 -0.0350 0.1109
H -4.021 1.191 0.606 -0.0095 -0.0471 0.0862
H -5.452 4.425 2.209 -0.0258 -0.0087 0.0681
H -3.645 2.672 3.954 0.1146 0.1493 -0.1231
H 3.184 -3.083 -2.283 0.0404 -0.1674 0.0064
H 6.932 -6.917 -3.600 0.1021 0.0079 0.1097
H -4.242 5.575 0.659 -0.0934 0.1175 0.0197
H -3.921 6.687 2.032 -0.0453 0.0752 -0.1140
H 3.737 2.315 -0.001 0.0295 -0.0067 -0.0534
H -0.258 0.452 3.369 0.0242 -0.1454 0.1253
H -4.876 8.152 5.134 0.3977 -0.4465 -0.3066
H 4.275 -6.795 -4.879 -0.0599 -0.2276 -0.0495
H -2.849 0.150 2.607 -0.0307 0.0023 -0.0151
H 1.954 -10.687 -5.569 0.0618 0.0702 -0.0397


29
Properties=species:S:1:pos:R:3:forces:R:3 method="wB97M-V/def2-TZVPD" relative_energy_kcal_mol=0.0 homo_energy_ev="-3.27 / -5.21" fmax_ev_per_a=0.1 total_charge=-1 multiplicity=5 lumo_ev="3.17 / 2.47"
Ir -1.520 -0.705 1.629 0.1220 -0.0159 0.0202
O -2.469 -4.582 0.285 0.0020 0.0008 0.0019
O -2.550 -2.571 1.287 -0.0129 0.0051 -0.0002
O 0.633 -0.423 2.436 -0.0954 -0.0145 -0.0352
O 2.242 0.527 1.051 -0.0411 -0.0117 0.0112
N -0.201 -1.963 0.513 -0.0432 -0.0117 0.0107
C 0.467 3.741 -1.248 0.0049 -0.0135 0.0078
C -1.856 3.733 -0.637 0.0022 -0.0129 0.0088
C -0.566 -3.166 0.136 0.0043 0.0159 -0.0060
C -0.786 4.352 -1.284 -0.0011 0.0063 -0.0056
C -1.987 -3.502 0.588 0.0000 -0.0035 0.0047
C 0.973 -0.103 1.135 0.0711 0.0293 0.0136
C 1.617 -3.431 -0.759 0.0053 -0.0153 -0.0125
C 0.349 -3.961 -0.539 -0.0031 0.0025 0.0053
C 1.000 -1.429 0.361 0.0211 -0.0166 0.0020
C -0.416 1.893 0.079 0.0213 -0.0768 0.0498
C 0.660 2.546 -0.585 -0.0030 0.0308 -0.0187
C 1.969 -2.158 -0.302 -0.0195 0.0190 0.0105
C -1.682 2.538 0.025 -0.0204 0.0363 -0.0075
C -0.289 0.651 0.727 -0.0450 0.0518 -0.0539
H 2.962 -1.755 -0.440 0.0023 -0.0060 -0.0022
H -0.925 5.291 -1.805 0.0018 -0.0013 0.0008
H -2.511 2.054 0.526 0.0029 -0.0020 -0.0004
H 2.350 0.908 1.930 0.0118 0.0112 -0.0056
H -2.837 4.195 -0.655 0.0000 0.0003 -0.0009
H 0.069 -4.954 -0.860 0.0100 -0.0005 -0.0023
H 1.307 4.210 -1.749 0.0005 -0.0005 -0.0003
H 1.639 2.089 -0.562 0.0035 -0.0060 0.0031
H 2.356 -4.026 -1.283 -0.0024 -0.0006 0.0009